1.
{
  "formula": "C15H36BNO16S4",
  "method": "the ωB97M-V functional and the def2-TZVPD basis",
  "symbols": ["O", "H", "H", "B", "C", "H", "H", "H", "H", "H", "H", "O", "H", "O", "C", "H", "O", "O", "C", "S", "H", "C", "H", "H", "H", "C", "S", "H", "H", "H", "H", "C", "H", "O", "C", "H", "H", "H", "O", "S", "O", "H", "H", "O", "O", "H", "S", "C", "O", "C", "C", "C", "H", "C", "H", "O", "O", "C", "H", "H", "O", "O", "H", "H", "H", "H", "N", "H", "H", "H", "C", "C", "O"],
  "xyz": [[5.27, 3.83, 5.53], [0.72, -3.98, -0.64], [-5.30, -7.37, 2.18], [-2.58, -5.38, 1.71], [-0.64, -6.21, 2.46], [-2.37, -3.57, -8.03], [-2.78, -2.16, -7.06], [-3.35, -4.78, 3.83], [2.39, 4.37, 5.56], [-2.06, -4.95, -5.97], [-1.13, -2.83, -7.01], [0.60, -6.25, 2.66], [1.11, -4.44, -2.33], [5.28, 6.14, 6.46], [2.89, 6.16, 0.40], [-3.38, -4.53, 0.14], [4.45, 5.76, 4.14], [-5.13, -6.75, 2.93], [2.49, 5.25, 1.56], [4.61, 5.10, 5.41], [-3.79, -3.50, 2.46], [-1.17, 3.90, 1.32], [6.97, 6.81, 7.36], [7.22, 5.38, 6.38], [-1.06, 3.45, 2.31], [0.98, -0.40, -2.63], [-4.67, -5.23, -6.94], [-6.68, -4.35, -6.08], [2.31, 7.08, 0.41], [2.02, -0.08, -2.65], [2.77, 5.73, 2.50], [-3.66, -4.63, 2.72], [-2.32, -3.52, -4.98], [1.08, 5.05, 1.60], [0.17, 0.61, -1.82], [-1.60, 4.90, 1.40], [3.02, 4.30, 1.51], [6.91, 6.75, 4.31], [-2.44, -4.77, 0.39], [-0.38, -2.60, -2.21], [-4.01, -4.20, -5.88], [-6.14, -5.81, -5.18], [-1.81, 3.28, 0.69], [-4.83, -4.57, -8.20], [0.26, 4.67, -0.72], [2.71, 5.67, -0.56], [0.42, 4.01, 0.55], [7.09, 7.24, 5.27], [-4.00, -6.51, -6.82], [3.03, 4.99, 6.19], [-2.19, -3.09, -7.07], [-2.59, -3.99, -5.92], [3.95, 6.41, 0.46], [-5.08, -5.39, 2.43], [2.60, 5.99, 6.27], [-0.67, -2.73, -3.62], [0.95, -1.69, -2.03], [0.32, -4.13, -1.64], [8.16, 7.49, 5.33], [0.63, -0.44, -3.67], [-6.03, -4.84, 1.80], [-1.37, -2.17, -1.26], [0.31, 1.62, -2.22], [-6.89, -5.97, -6.79], [6.51, 8.16, 5.28], [-0.47, -4.87, -1.62], [-1.86, -6.62, 2.16], [3.14, 4.53, 7.17], [0.48, 0.59, -0.77], [-0.89, 0.37, -1.86], [6.69, 6.34, 6.42], [-6.26, -5.35, -6.16], [1.08, 2.74, 0.67]],
  "total_charge": 0,
  "smiles": "O=C=NB(O)CC(=O)O.CCOS(C)(=O)=O.CCOS(C)(=O)=O.CCOS(C)(=O)=O.CCOS(C)(=O)=O",
  "homo_energy_ev": -10.574
}

2.
{
  "formula": "C15H36NO2P2SiY",
  "method": "the ωB97M-V functional and the def2-TZVPD basis",
  "symbols": ["H", "H", "H", "C", "H", "C", "H", "H", "H", "H", "H", "C", "H", "P", "H", "O", "C", "H", "H", "C", "H", "C", "C", "H", "H", "H", "H", "H", "H", "C", "C", "H", "Si", "H", "C", "C", "H", "N", "C", "C", "H", "H", "H", "C", "H", "H", "H", "H", "H", "C", "Y", "H", "H", "P", "H", "H", "O", "H"],
  "xyz": [[-0.33, 1.09, -0.46], [-0.31, -2.68, 0.80], [-1.73, 1.15, 2.15], [1.00, 2.56, 2.97], [1.52, 2.46, 2.00], [0.86, -1.62, -3.97], [1.79, -1.73, -4.53], [3.73, 1.12, 0.81], [1.73, 2.95, 3.70], [3.42, 1.49, -0.91], [2.07, 1.03, -3.04], [-0.36, -1.83, -4.59], [0.21, 3.31, 2.85], [-2.73, -0.30, -0.15], [2.75, -3.04, 0.08], [1.78, 1.96, -3.14], [3.69, 0.70, -0.21], [-3.72, 1.90, 0.08], [-0.81, 0.23, 5.71], [-1.04, 0.33, 2.42], [4.32, -2.19, -0.11], [3.32, -2.14, 0.34], [-0.43, 1.17, 5.29], [-4.97, -1.08, 0.37], [-1.04, 3.04, -2.47], [3.42, -2.11, 1.44], [-3.71, -2.26, 0.87], [-2.50, -1.89, -4.26], [3.05, -1.12, -2.67], [1.78, -0.25, 3.69], [-2.75, -1.28, -1.72], [2.41, 0.08, 4.53], [0.29, 0.92, 3.57], [0.32, 1.57, 5.99], [0.92, -1.27, -2.60], [-3.98, -1.20, 0.83], [1.47, -1.28, 3.90], [-0.25, -1.21, -1.86], [-1.43, -1.40, -2.48], [-3.67, 1.15, -0.73], [0.16, 2.08, -2.81], [-3.16, 1.61, -1.59], [0.16, 1.35, 0.11], [-1.52, -1.74, -3.83], [4.68, 0.29, -0.47], [-3.99, -0.80, 1.85], [-3.14, -2.29, -1.49], [-4.68, 0.83, -1.00], [-3.48, -0.77, -2.38], [2.18, -0.94, -2.02], [-0.14, -0.82, 0.54], [2.11, 2.23, -4.01], [-1.68, -0.43, 2.92], [2.44, -0.64, -0.28], [-1.27, 1.89, 5.27], [2.42, -0.25, 2.80], [-0.77, 2.11, -2.42], [-0.43, -2.06, -5.65]],
  "total_charge": 0,
  "e_above_lowest_kcal_mol": 0.0,
  "homo_energy_ev": -6.651
}

3.
{
  "formula": "C15H37LiNO4",
  "method": "the ωB97M-V functional and the def2-TZVPD basis",
  "symbols": ["C", "H", "O", "H", "H", "H", "H", "C", "H", "H", "H", "C", "N", "C", "C", "C", "H", "H", "H", "H", "H", "H", "C", "C", "C", "C", "C", "Li", "H", "H", "O", "O", "H", "H", "C", "O", "H", "C", "C", "C", "H", "H", "H", "H", "H", "H", "H", "H", "H", "H", "H", "H", "H", "H", "H", "H", "H", "H"],
  "xyz": [[2.12, -0.04, -0.27], [-3.31, -2.74, -2.29], [-0.11, -1.36, 0.33], [-2.60, -1.03, 1.49], [-0.92, 0.18, -3.85], [1.50, 4.45, -1.43], [-1.41, 1.34, 3.61], [1.04, 0.05, -4.03], [2.63, 1.63, 2.13], [0.78, -0.07, -5.08], [1.76, -0.93, 3.17], [-2.47, -2.65, -1.67], [0.09, -0.33, 1.04], [1.16, 3.50, -1.81], [1.59, 1.43, 1.86], [2.13, -1.04, 2.08], [0.83, 2.54, 3.53], [-1.00, 1.91, 1.99], [-0.01, -1.40, 3.65], [-3.04, 0.52, 2.19], [1.88, -2.02, 1.87], [2.52, -1.03, -0.59], [-2.49, -3.50, -0.36], [2.03, -0.95, -3.44], [-0.12, 3.24, -1.06], [0.78, 1.52, 3.18], [1.51, 0.04, 1.23], [-0.51, -0.06, -1.23], [-1.58, -3.62, 0.22], [2.45, -1.54, -4.23], [-0.60, 1.97, -1.31], [-0.19, 0.03, -3.29], [2.94, -0.46, -2.99], [0.02, -2.08, 0.93], [-0.90, -1.30, 3.18], [-2.35, -1.31, -1.31], [-0.11, 3.36, 0.04], [-0.70, 1.23, 2.79], [-2.35, 0.00, 1.60], [-0.97, -0.15, 2.21], [3.13, -0.93, 2.01], [1.48, 0.48, -1.03], [1.90, 2.65, -1.77], [-2.20, 0.46, 0.66], [-2.83, -4.46, -0.51], [1.20, 0.90, 3.93], [1.70, -1.65, -2.72], [-3.20, -1.05, -0.87], [3.06, 0.61, -0.20], [-1.05, -2.27, 2.70], [-1.77, -1.34, 3.92], [-1.61, -2.95, -2.28], [-3.03, -2.86, 0.30], [0.89, 3.72, -2.82], [-1.59, 2.11, -1.26], [-0.79, 4.02, -1.41], [1.45, 1.07, -3.89], [1.29, 2.19, 1.17]],
  "total_charge": 1,
  "homo_energy_ev": -11.429
}

4.
{
  "formula": "C15H37N4O4P",
  "method": "the ωB97M-V functional and the def2-TZVPD basis",
  "symbols": ["H", "O", "H", "H", "O", "H", "H", "P", "H", "H", "C", "H", "H", "H", "N", "H", "H", "C", "O", "H", "C", "H", "H", "C", "H", "N", "H", "C", "H", "C", "N", "C", "C", "H", "H", "H", "C", "H", "H", "H", "H", "H", "C", "H", "O", "H", "H", "C", "C", "C", "C", "H", "N", "H", "H", "H", "H", "H", "H", "C", "H"],
  "xyz": [[0.15, -4.56, -1.62], [-3.21, -4.03, -3.40], [-7.22, -4.99, -4.33], [3.33, 0.45, 2.38], [1.34, 2.55, 1.26], [1.40, -6.09, 2.47], [4.79, 2.15, 3.01], [1.33, -4.86, 1.72], [0.75, -3.72, 2.33], [-5.38, -1.86, -3.01], [2.44, 2.30, 1.76], [3.78, 7.35, -2.92], [-1.51, 0.03, 0.15], [1.42, 5.19, -0.76], [3.02, 3.19, 2.58], [-0.97, 0.23, 3.80], [-3.01, 1.36, 2.92], [-0.87, -4.53, -1.23], [0.37, -1.10, 2.34], [-1.73, -4.67, -1.87], [4.30, 3.09, 3.25], [2.65, -4.49, 2.20], [-2.05, 1.83, 1.50], [2.32, 4.59, -0.90], [2.44, 4.35, -1.96], [-1.10, 0.52, 2.84], [0.16, -0.50, -0.08], [-4.96, -2.70, -2.47], [2.77, 8.18, -1.73], [-0.40, -5.40, 1.05], [-5.24, -4.30, -4.31], [3.11, 7.20, -2.07], [3.53, 5.35, -0.41], [2.22, 3.68, -0.34], [2.25, 6.62, -2.38], [4.64, 6.98, -0.62], [-2.01, 1.62, 2.56], [-7.02, -3.32, -3.77], [4.16, 3.15, 4.33], [2.57, 0.42, 0.79], [-1.67, 2.51, 3.09], [-0.17, 1.19, 0.34], [-6.66, -4.06, -4.48], [2.48, 4.02, 2.73], [4.24, 4.92, 0.49], [-4.16, -2.34, -1.83], [-5.74, -3.15, -1.84], [-0.49, 0.16, 0.50], [-0.36, -0.20, 1.95], [-4.39, -3.73, -3.42], [3.17, 1.02, 1.47], [-6.86, -3.71, -5.49], [3.82, 6.54, -1.00], [-1.49, -3.51, 0.56], [4.94, 3.92, 2.94], [-1.09, -5.64, 1.86], [-0.23, -6.32, 0.48], [4.13, 1.23, 1.00], [1.78, -4.75, 0.37], [-1.00, -4.38, 0.13], [-4.80, -4.97, -4.91]],
  "total_charge": 0,
  "smiles": "C=CC[PH4].CNC(C)=O.CNC(C)=O.CNC(C)=O.CNC(C)=O",
  "homo_energy_ev": -6.331
}

5.
{
  "formula": "C15H38FN2O4S",
  "method": "the ωB97M-V functional and the def2-TZVPD basis",
  "symbols": ["N", "H", "H", "H", "H", "H", "C", "H", "H", "N", "H", "H", "H", "H", "H", "C", "H", "H", "H", "H", "C", "C", "O", "C", "H", "C", "O", "H", "C", "S", "H", "H", "H", "H", "H", "O", "O", "H", "H", "C", "C", "F", "C", "H", "H", "H", "H", "C", "H", "C", "C", "H", "H", "C", "H", "H", "H", "H", "C", "H", "H"],
  "xyz": [[0.90, 0.82, 1.31], [-0.40, 1.55, -0.24], [-0.15, -2.59, -7.15], [1.23, -1.67, -5.41], [-1.89, 1.39, 7.47], [3.03, -0.09, -2.52], [-1.73, 2.55, 2.27], [-2.90, 1.51, 8.92], [-4.93, 1.63, 7.71], [2.24, -1.64, -5.49], [-2.10, 2.51, 1.24], [2.68, -3.40, -4.33], [2.49, -4.93, -6.23], [-2.39, 3.19, 2.86], [-4.21, -0.61, 7.08], [-2.78, 1.86, 7.89], [0.06, -1.08, 1.20], [1.91, 4.92, 1.61], [2.09, -3.57, -7.30], [-1.91, 0.43, 0.97], [2.03, -3.94, -6.27], [2.28, 4.04, 1.09], [1.20, 3.52, 0.34], [-4.15, 0.25, 6.40], [2.58, 2.11, -0.29], [0.63, 1.22, -0.07], [-1.74, 1.25, 2.85], [-2.21, 0.94, 4.89], [-0.26, -3.65, -6.87], [-2.70, -0.25, 5.30], [-0.15, -4.25, -7.78], [0.88, 1.65, 1.89], [2.40, 0.32, -4.84], [0.36, -0.48, 2.83], [-1.81, -0.44, 6.29], [1.13, -0.77, -2.74], [0.67, -4.04, -5.88], [2.68, 3.32, 1.81], [3.87, -0.64, -4.69], [2.51, -0.88, -3.08], [2.76, -2.99, -5.35], [-5.19, 0.20, 5.51], [-1.48, 0.17, 1.94], [0.82, 0.39, -0.74], [3.83, -2.99, -5.60], [3.11, 4.35, 0.44], [2.90, -1.84, -2.72], [0.39, -1.97, -2.80], [-2.58, 2.93, 7.94], [2.79, -0.67, -4.56], [1.53, 2.38, -0.45], [-2.02, -0.71, 2.31], [-0.06, -2.15, -3.79], [-4.05, 1.60, 7.07], [-1.25, -3.81, -6.46], [-0.42, -1.90, -2.07], [1.01, -2.84, -2.56], [-0.73, 2.99, 2.25], [0.00, -0.18, 1.83], [1.38, 2.62, -1.50], [-4.20, 2.35, 6.28]],
  "total_charge": 1,
  "homo_energy_ev": -10.103
}

6.
{
  "formula": "C15H40As7F42N5O5",
  "method": "the ωB97M-V functional and the def2-TZVPD basis",
  "symbols": ["C", "F", "F", "N", "H", "O", "F", "As", "C", "H", "F", "N", "F", "H", "As", "H", "C", "As", "F", "H", "F", "F", "H", "N", "F", "F", "F", "F", "H", "H", "F", "O", "O", "H", "C", "F", "F", "C", "C", "F", "N", "F", "H", "C", "C", "F", "H", "H", "H", "C", "F", "H", "C", "F", "F", "H", "F", "F", "H", "F", "As", "C", "H", "H", "C", "H", "H", "F", "C", "As", "F", "H", "F", "F", "As", "H", "F", "H", "H", "F", "H", "F", "H", "C", "F", "H", "F", "F", "F", "F", "F", "F", "H", "H", "As", "N", "H", "H", "C", "O", "O", "F", "F", "F", "H", "H", "H", "H", "F", "H", "H", "H", "H", "H"],
  "xyz": [[-12.24, -0.10, -15.74], [-12.41, 3.06, -31.43], [-21.73, -0.43, -20.26], [-10.40, -3.85, -23.26], [-15.57, 9.91, -24.77], [-10.51, -6.64, -29.34], [-8.00, -9.71, -23.44], [-6.58, 3.45, -24.04], [-11.04, -5.70, -32.07], [1.28, -7.83, -26.27], [-4.89, -3.05, -30.89], [-14.08, 8.20, -24.82], [-7.15, 3.26, -22.29], [0.84, -4.79, -22.46], [-3.54, -3.21, -16.03], [-15.16, 5.47, -22.76], [-12.77, -4.80, -22.68], [-11.79, 1.73, -30.36], [-11.51, 0.78, -31.88], [-10.29, -4.82, -23.53], [-20.71, -2.26, -18.84], [-5.34, -9.17, -23.36], [-14.28, -1.44, -13.88], [-10.89, -7.16, -31.62], [-17.57, -8.74, -15.90], [-3.68, -2.15, -14.58], [-20.56, 0.09, -18.07], [-11.19, 0.23, -29.49], [-10.09, -5.27, -32.38], [-15.40, 0.51, -12.89], [-17.16, -6.29, -15.56], [-12.97, 1.10, -13.73], [-16.21, 7.23, -24.32], [-11.77, -5.57, -32.86], [-14.54, 9.66, -24.55], [-15.31, -6.20, -16.95], [-3.13, -4.14, -29.18], [-11.87, -3.59, -22.79], [-14.99, 7.11, -24.17], [-19.57, -1.57, -21.04], [-14.45, -0.65, -14.48], [-7.54, -11.71, -22.00], [-12.85, -0.30, -16.63], [-13.14, 0.21, -14.56], [1.26, -6.75, -24.35], [-6.38, -11.44, -24.22], [-8.86, -8.95, -30.66], [-11.88, -1.11, -15.56], [1.24, -3.96, -24.02], [-8.74, -7.91, -30.38], [-5.18, -2.62, -28.39], [-13.92, 10.25, -25.22], [-9.43, -3.53, -22.12], [-4.04, -1.86, -17.09], [-3.56, -4.16, -17.48], [-8.04, -7.41, -31.06], [-17.48, -7.25, -17.92], [-15.55, -8.63, -17.64], [-12.81, -5.28, -23.66], [-19.65, 0.82, -20.28], [-6.50, -10.43, -22.70], [-14.39, 6.08, -23.24], [1.89, -6.18, -26.45], [-11.78, -7.63, -31.51], [1.79, -7.01, -25.75], [2.83, -7.34, -25.63], [-13.28, 8.09, -24.23], [-7.56, 1.98, -24.56], [0.48, -4.49, -23.45], [-3.83, -2.53, -29.58], [-5.65, 4.92, -23.61], [-10.29, -3.26, -24.07], [-1.83, -2.96, -16.17], [-2.72, -1.87, -28.30], [-16.38, -7.55, -16.51], [-0.41, -3.86, -23.47], [-10.08, 2.30, -30.39], [-14.20, 9.81, -23.52], [-13.69, 8.07, -25.75], [-4.37, -0.84, -30.02], [-8.20, -7.90, -29.43], [-6.72, -9.39, -21.28], [-16.51, -0.39, -13.96], [-15.62, 0.24, -13.93], [-5.29, -3.65, -15.79], [-13.75, -4.52, -22.29], [-3.15, -4.71, -15.16], [-7.97, 4.52, -24.53], [-5.16, 2.41, -23.73], [-18.46, -0.96, -18.89], [-12.12, 2.67, -28.82], [-15.20, -7.94, -15.23], [-12.39, -5.41, -21.86], [-15.84, 1.10, -14.56], [-20.10, -0.75, -19.59], [0.13, -5.79, -24.26], [-11.59, 0.69, -16.10], [-9.57, -4.29, -21.35], [-10.10, -7.16, -30.33], [1.64, -7.31, -23.35], [-12.27, -2.50, -22.43], [-5.98, 3.58, -25.75], [-13.48, 1.13, -30.16], [-2.52, -2.47, -30.80], [-0.18, -5.57, -25.20], [-13.72, 6.30, -22.41], [-9.64, -2.54, -21.74], [-11.52, -5.17, -31.24], [-4.98, -11.21, -22.06], [-13.80, 5.46, -23.92], [-10.41, -7.68, -32.34], [-14.62, -1.00, -15.41], [-8.45, -3.63, -22.59], [-0.62, -6.31, -23.83]],
  "total_charge": -2,
  "homo_energy_ev": -7.884
}